# 1
Computed, not measured: C53H111Ca3N2O21P2 as an isolated structure, with ωB97M-V/def2-TZVPD.

Last column: Löwdin charge in e.
Cartesian coordinates (Å):
Ca -4.200 2.383 -9.714  1.4366
Ca -2.761 4.907 -11.963  1.4226
Ca -1.959 2.591 -14.507  1.3588
P -2.727 2.005 -11.868  -0.0757
O -1.525 1.473 -12.653  -0.4233
O -3.327 3.009 -12.814  -0.5682
O -2.341 2.995 -10.806  -0.5255
O -3.755 0.953 -11.236  -0.4826
P -2.463 5.353 -14.846  -0.1301
O -1.361 4.627 -14.026  -0.5532
O -2.934 4.166 -15.764  -0.5085
O -1.965 6.383 -15.850  -0.4038
O -3.485 5.822 -13.859  -0.4641
O -4.640 6.278 -8.385  0.1520
C -4.642 5.094 -8.923  -0.8604
O -4.350 4.948 -10.110  -0.0974
O -4.847 4.123 -8.174  -0.0786
H -4.991 6.100 -7.510  0.1204
C -3.700 9.307 -11.955  -0.1952
C -2.879 9.036 -13.116  -0.1989
C -1.749 8.159 -12.537  -0.1314
O -2.379 7.385 -11.447  -0.2154
C -3.516 8.083 -11.030  -0.2084
H -4.677 9.621 -12.324  0.1171
H -3.275 10.157 -11.423  0.1037
H -2.687 9.976 -13.633  0.1215
H -3.432 8.462 -13.860  0.1112
H -1.015 8.863 -12.145  0.1108
H -1.313 7.657 -13.400  0.1086
H -3.396 8.420 -10.000  0.1150
H -4.384 7.436 -11.155  0.1127
C 1.496 6.329 -10.705  -0.1571
C 0.723 6.212 -9.428  -0.1418
C -0.346 5.162 -9.800  -0.1630
O -0.295 5.118 -11.221  -0.2101
C 0.927 5.389 -11.752  -0.2128
H 2.555 6.148 -10.521  0.0875
H 1.310 7.343 -11.058  0.1113
H 0.243 7.142 -9.123  0.1110
H 1.346 5.800 -8.634  0.0934
H -1.355 5.477 -9.533  0.1160
H -0.108 4.176 -9.401  0.1028
H 0.830 5.752 -12.775  0.1307
H 1.581 4.518 -11.799  0.1033
C -2.955 -3.939 -10.885  -0.1616
C -2.173 -2.617 -10.713  -0.1194
C -2.086 -2.025 -12.149  -0.1470
O -2.062 -3.275 -12.925  -0.1373
C -2.951 -4.211 -12.364  -0.2309
H -3.981 -3.885 -10.520  0.0817
H -2.576 -4.840 -10.403  0.1035
H -1.146 -2.863 -10.445  0.0931
H -2.625 -1.924 -10.003  0.0832
H -1.223 -1.371 -12.273  0.0959
H -2.910 -1.352 -12.387  0.0831
H -2.641 -5.215 -12.654  0.1180
H -3.971 -4.139 -12.740  0.0986
C -1.277 1.715 -5.941  -0.1720
C -0.695 0.774 -6.903  -0.1518
C -1.284 1.209 -8.262  -0.1454
O -2.351 2.059 -7.895  -0.2093
C -2.058 2.746 -6.756  -0.2306
H -0.508 2.236 -5.371  0.1175
H -2.089 1.279 -5.359  0.1097
H -0.599 -0.292 -6.697  0.1135
H 0.364 1.024 -6.840  0.1002
H -1.661 0.421 -8.914  0.1131
H -0.686 1.815 -8.943  0.1123
H -2.863 3.220 -6.196  0.1259
H -1.476 3.636 -6.992  0.1187
C -6.528 -0.372 -6.920  -0.1381
C -5.625 -1.174 -7.824  -0.1870
C -4.844 -0.287 -8.732  -0.1704
O -5.068 0.965 -8.030  -0.2752
C -5.682 0.882 -6.765  -0.1784
H -6.765 -0.975 -6.043  0.1182
H -7.441 -0.120 -7.460  0.1097
H -6.224 -1.919 -8.348  0.1063
H -4.964 -1.775 -7.200  0.1181
H -5.228 -0.407 -9.745  0.1129
H -3.817 -0.653 -8.756  0.1034
H -6.203 1.801 -6.493  0.1302
H -4.842 0.789 -6.077  0.1235
C -8.106 2.482 -11.830  -0.1581
C -8.611 2.465 -10.419  -0.1432
C -7.324 2.503 -9.577  -0.1810
O -6.224 2.410 -10.474  -0.2993
C -6.697 3.044 -11.708  -0.1367
H -8.705 3.055 -12.537  0.1155
H -7.988 1.485 -12.256  0.1061
H -9.154 1.540 -10.228  0.1047
H -9.273 3.269 -10.097  0.1142
H -7.274 1.906 -8.666  0.1065
H -7.205 3.506 -9.166  0.1162
H -6.071 2.735 -12.546  0.1101
H -6.690 4.133 -11.754  0.1375
C 3.137 -1.488 -10.494  -0.1656
C 1.758 -1.289 -11.092  -0.1765
C 1.900 -1.723 -12.509  -0.1818
O 3.279 -1.420 -12.742  -0.1067
C 3.993 -1.889 -11.662  -0.2474
H 3.122 -2.206 -9.673  0.1115
H 3.432 -0.523 -10.082  0.0789
H 1.526 -0.227 -11.165  0.0953
H 0.918 -1.693 -10.526  0.1032
H 1.198 -1.287 -13.219  0.1115
H 1.772 -2.805 -12.488  0.1236
H 4.951 -1.375 -11.586  0.1230
H 4.177 -2.951 -11.497  0.1177
C -6.301 -1.599 -12.521  -0.1425
C -6.805 -2.017 -13.894  -0.1663
C -7.321 -3.368 -13.618  -0.2026
O -7.700 -3.406 -12.222  -0.1547
C -6.820 -2.598 -11.436  -0.1722
H -6.566 -0.620 -12.124  0.0957
H -5.212 -1.561 -12.485  0.0882
H -6.027 -1.883 -14.646  0.0987
H -7.664 -1.426 -14.212  0.1163
H -6.502 -4.083 -13.688  0.1128
H -8.186 -3.675 -14.206  0.1242
H -6.043 -3.220 -10.993  0.0898
H -7.368 -2.118 -10.625  0.1043
C -7.339 4.760 -15.771  -0.1805
C -7.403 3.765 -16.912  -0.1698
C -6.122 4.067 -17.663  -0.2048
O -5.418 5.037 -16.911  -0.1031
C -5.884 5.015 -15.613  -0.2639
H -7.737 4.310 -14.862  0.0939
H -7.930 5.637 -16.039  0.1109
H -8.329 3.894 -17.472  0.0986
H -7.374 2.723 -16.592  0.0942
H -6.334 4.311 -18.704  0.1070
H -5.395 3.269 -17.813  0.1040
H -5.703 5.960 -15.102  0.1237
H -5.434 4.216 -15.024  0.1016
C 2.366 2.675 -14.216  -0.1527
C 2.188 3.714 -15.298  -0.1572
C 0.918 3.372 -16.058  -0.1334
O 0.217 2.474 -15.164  -0.3011
C 0.926 2.325 -13.927  -0.2060
H 2.984 3.015 -13.386  0.0932
H 2.902 1.784 -14.543  0.1098
H 3.007 3.712 -16.017  0.1059
H 2.213 4.692 -14.817  0.1125
H 1.080 3.032 -17.080  0.1219
H 0.239 4.225 -16.043  0.1150
H 0.717 1.319 -13.562  0.1059
H 0.473 3.057 -13.258  0.0974
C -0.341 -0.604 -16.089  -0.0703
C -1.628 -0.613 -15.313  -0.2676
N -2.652 0.406 -15.556  -0.2307
C -3.885 0.173 -14.776  -0.2556
C -5.146 0.983 -15.121  -0.0524
C -2.936 0.597 -17.041  -0.1544
C -3.528 -0.733 -17.711  -0.0581
H -0.429 -1.188 -17.006  0.0686
H 0.441 -1.097 -15.512  0.0685
H 0.008 0.376 -16.412  0.0669
H -2.094 -1.598 -15.301  0.1082
H -1.337 -0.549 -14.265  0.0788
H -4.179 -0.873 -14.684  0.0902
H -3.642 0.397 -13.737  0.0658
H -5.767 1.195 -14.251  0.0680
H -4.866 1.956 -15.524  0.0598
H -5.673 0.368 -15.850  0.0650
H -1.967 0.827 -17.485  0.1017
H -3.543 1.494 -17.166  0.0958
H -3.418 -0.497 -18.769  0.0615
H -4.552 -1.014 -17.464  0.0521
H -2.990 -1.667 -17.545  0.0561
C 5.609 5.515 -8.203  -0.0842
C 4.707 4.775 -9.199  -0.2870
N 5.000 3.387 -9.308  -0.1858
C 5.315 2.704 -8.034  -0.2372
C 5.949 1.272 -8.267  -0.0645
C 4.099 2.637 -10.199  -0.2135
C 2.765 2.272 -9.494  -0.0700
H 5.466 6.531 -8.570  0.0722
H 6.668 5.271 -8.282  0.0777
H 5.206 5.288 -7.216  0.0701
H 3.660 4.864 -8.911  0.0941
H 4.843 5.225 -10.182  0.1142
H 4.447 2.607 -7.381  0.0952
H 6.002 3.250 -7.387  0.0915
H 6.874 1.408 -8.828  0.0693
H 5.296 0.639 -8.868  0.0411
H 6.226 0.801 -7.323  0.0640
H 3.850 3.168 -11.117  0.0947
H 4.485 1.747 -10.696  0.0990
H 2.909 1.743 -8.552  0.0591
H 2.157 3.154 -9.293  0.0553
H 2.166 1.572 -10.077  0.0549

Results
- Total charge: -1
- Electronic energy: -6491.638260 hartree
- HOMO energy: -3.163 eV

---

# 2
Computed, not measured: a 9-piece molecular cluster, C53H111N6O11 overall, with ωB97M-V/def2-TZVPD.

Last column: Löwdin charge in e.
Cartesian coordinates (Å):
C 11.214 10.309 -21.350  0.0191
C 12.723 10.664 -21.117  -0.4130
C 13.426 9.826 -20.013  -0.1141
C 13.591 8.365 -20.457  -0.1601
C 14.493 8.282 -21.701  -0.1043
C 13.999 9.088 -22.920  -0.4029
N 13.450 10.440 -22.411  0.1010
O 13.485 11.397 -23.314  0.1919
C 12.835 8.274 -23.456  0.0051
C 15.118 9.295 -23.958  0.0021
C 12.868 12.126 -20.639  -0.0148
H 10.994 10.748 -22.323  0.1013
H 10.587 10.771 -20.590  0.0920
H 11.049 9.233 -21.336  0.0546
H 12.728 9.776 -19.173  0.1126
H 14.343 10.207 -19.564  0.1340
H 12.643 7.834 -20.550  0.0964
H 14.034 7.825 -19.620  0.0907
H 14.632 7.223 -21.927  0.1125
H 15.518 8.616 -21.523  0.1318
H 12.690 8.652 -24.470  0.1049
H 11.844 8.173 -23.017  0.0630
H 13.144 7.236 -23.593  0.0978
H 15.532 8.331 -24.259  0.1165
H 15.940 9.900 -23.577  0.1008
H 14.850 9.718 -24.926  0.0944
H 12.628 12.406 -19.613  0.0886
H 12.146 12.754 -21.163  0.0930
H 13.912 12.399 -20.783  0.1024
C 7.725 8.358 -20.508  -0.0103
C 7.502 7.515 -21.732  -0.4004
C 8.811 7.352 -22.578  -0.1457
C 9.702 6.294 -22.080  -0.1698
C 8.947 4.937 -22.044  -0.0877
C 7.789 4.946 -20.994  -0.3905
N 6.924 6.144 -21.405  0.1065
O 5.719 6.087 -20.980  0.1831
C 8.311 5.017 -19.539  0.0207
C 6.990 3.616 -21.239  -0.0050
C 6.503 8.256 -22.664  -0.0129
H 7.730 9.416 -20.771  0.1083
H 8.627 8.208 -19.912  0.0640
H 6.879 8.311 -19.819  0.0837
H 9.438 8.242 -22.660  0.1142
H 8.552 7.231 -23.632  0.1351
H 10.016 6.589 -21.077  0.1042
H 10.549 6.228 -22.763  0.1256
H 9.599 4.106 -21.776  0.1183
H 8.488 4.708 -23.007  0.1356
H 8.942 4.161 -19.301  0.1000
H 7.527 4.934 -18.785  0.0591
H 8.863 5.924 -19.289  0.0696
H 7.705 2.802 -21.350  0.0989
H 6.468 3.674 -22.194  0.0979
H 6.300 3.325 -20.447  0.0815
H 5.579 8.540 -22.158  0.0902
H 6.206 7.717 -23.564  0.1023
H 6.922 9.205 -22.998  0.1069
C 7.912 6.927 -16.537  -0.0768
C 6.468 6.938 -16.072  -0.2096
C 5.521 6.472 -17.166  -0.1339
N 4.042 6.216 -16.809  -0.2317
C 3.394 7.565 -16.408  0.0712
C 3.721 5.088 -15.848  -0.0740
C 2.361 4.463 -16.285  -0.1192
C 2.083 4.990 -17.679  -0.1430
C 3.398 5.668 -18.099  -0.1094
H 8.597 7.013 -15.696  0.0812
H 8.089 7.638 -17.345  0.0614
H 8.173 5.983 -17.019  0.0587
H 6.154 7.931 -15.753  0.0726
H 6.325 6.230 -15.253  0.1263
H 5.872 5.507 -17.529  0.1101
H 5.544 7.290 -17.887  0.1272
H 2.344 7.365 -16.190  0.1106
H 3.411 8.227 -17.271  0.1138
H 3.840 7.875 -15.465  0.0982
H 3.612 5.498 -14.845  0.1358
H 4.581 4.420 -15.881  0.1338
H 1.546 4.689 -15.601  0.1278
H 2.547 3.404 -16.455  0.1233
H 1.256 5.698 -17.646  0.1213
H 1.931 4.212 -18.426  0.1270
H 3.287 6.444 -18.857  0.1331
H 4.080 4.971 -18.586  0.1210
C 5.837 9.948 -13.886  -0.0610
C 6.712 10.672 -14.960  -0.2080
C 8.177 10.212 -14.961  -0.1156
N 9.029 10.992 -15.943  -0.2085
C 8.524 10.929 -17.371  0.0277
C 10.495 10.617 -15.776  -0.0848
C 11.302 11.788 -16.340  -0.1332
C 10.489 12.974 -15.811  -0.1373
C 9.031 12.537 -15.605  -0.0597
H 5.649 8.898 -14.108  0.0372
H 4.882 10.464 -13.795  0.0821
H 6.388 9.898 -12.947  0.0909
H 6.742 11.751 -14.806  0.1048
H 6.268 10.506 -15.944  0.0901
H 8.307 9.172 -15.257  0.1033
H 8.564 10.338 -13.950  0.1428
H 8.447 9.878 -17.650  0.0830
H 9.217 11.430 -18.046  0.1033
H 7.560 11.431 -17.424  0.0956
H 10.621 9.664 -16.291  0.1156
H 10.742 10.476 -14.726  0.1346
H 11.436 11.695 -17.418  0.0878
H 12.276 11.834 -15.855  0.1253
H 10.495 13.866 -16.437  0.1188
H 10.943 13.280 -14.869  0.1267
H 8.372 13.069 -16.288  0.1223
H 8.706 12.680 -14.576  0.1348
C 17.027 5.842 -11.583  -0.0620
C 16.065 5.535 -12.811  -0.2055
C 15.568 6.724 -13.598  -0.1192
N 14.883 6.397 -14.931  -0.2056
C 13.709 5.439 -14.748  0.0239
C 14.478 7.752 -15.560  -0.0854
C 14.934 7.890 -16.981  -0.1498
C 15.206 6.466 -17.324  -0.1718
C 15.820 5.900 -16.034  -0.1002
H 16.545 6.214 -10.679  0.0767
H 17.927 6.391 -11.851  0.0757
H 17.279 4.857 -11.185  0.0704
H 15.227 4.940 -12.450  0.1084
H 16.642 4.945 -13.527  0.1028
H 16.323 7.457 -13.878  0.1393
H 14.690 7.129 -13.091  0.1224
H 14.067 4.411 -14.758  0.0952
H 13.047 5.558 -15.607  0.0755
H 13.125 5.739 -13.878  0.1090
H 13.410 7.723 -15.345  0.1062
H 14.921 8.602 -15.043  0.1375
H 14.170 8.324 -17.627  0.0931
H 15.816 8.507 -17.155  0.1312
H 14.338 5.832 -17.508  0.0960
H 15.927 6.251 -18.114  0.1327
H 15.856 4.815 -16.135  0.1259
H 16.868 6.190 -15.955  0.1422
C 9.233 -2.439 -15.862  -0.0820
C 9.371 -0.915 -16.082  -0.2147
C 10.822 -0.631 -16.598  -0.1064
N 10.878 0.842 -17.086  -0.2294
C 10.273 1.019 -18.509  0.0639
C 12.343 1.307 -17.086  -0.0880
C 12.240 2.851 -17.064  -0.1187
C 10.982 3.147 -16.201  -0.1417
C 10.268 1.857 -15.979  -0.0660
H 9.981 -2.951 -15.255  0.0846
H 9.494 -2.847 -16.840  0.0778
H 8.289 -2.763 -15.429  0.0839
H 9.277 -0.423 -15.114  0.1015
H 8.652 -0.530 -16.804  0.0993
H 11.184 -1.268 -17.406  0.1330
H 11.552 -0.822 -15.812  0.1344
H 9.207 0.825 -18.398  0.0898
H 10.728 0.188 -19.044  0.1105
H 10.421 2.013 -18.925  0.0964
H 12.742 0.782 -17.955  0.1382
H 12.924 0.847 -16.287  0.1341
H 12.327 3.290 -18.058  0.1088
H 13.171 3.237 -16.647  0.0953
H 10.333 3.850 -16.725  0.1039
H 11.163 3.614 -15.233  0.1232
H 9.183 1.854 -16.066  0.1261
H 10.560 1.385 -15.042  0.1314
O 13.931 5.232 -20.602  0.0270
C 13.262 4.835 -21.743  -0.8306
O 12.191 4.223 -21.475  -0.0697
O 13.772 4.963 -22.871  -0.0083
H 13.140 4.767 -20.259  0.0397
O 10.370 8.286 -13.944  0.0181
C 11.154 8.606 -12.905  -0.8662
O 12.350 8.205 -12.922  -0.0696
O 10.753 9.296 -11.942  -0.0313
H 10.960 7.756 -14.487  0.0484
O 11.980 6.253 -18.253  0.0752
C 11.152 7.165 -17.696  -0.8112
O 10.519 7.935 -18.482  -0.0702
O 11.056 7.223 -16.449  -0.0237
H 11.656 6.740 -19.037  0.0622

Results
- Total charge: +3
- Electronic energy: -3240.998131 hartree
- HOMO energy: -11.708 eV

---

Question: Look up the electronic energy of the second one.
Answer: -3240.998131 hartree

---

Question: Which formula does entry 2 have?
Answer: C53H111N6O11

---

Question: Which of these has the highest HOMO energy?
Answer: C53H111Ca3N2O21P2